Molecular formula: C6H11NO2
Method: DFT, the ωB97M-V functional and the def2-TZVPD basis

```
20
Properties=species:S:1:pos:R:3:lowdin_charge:R:1
C 0.276 -0.891 1.554 -0.02
C -0.501 0.955 -1.781 -0.01
C 1.962 -0.255 -0.334 -0.04
C 0.178 0.601 1.798 -0.47
C -0.551 -0.028 -0.655 -0.32
C 0.551 -0.266 0.187 -0.31
N -1.694 -0.790 -0.593 0.13
O -1.170 1.155 1.304 -0.06
O 0.816 1.269 2.580 0.10
H -1.879 0.488 1.282 0.07
H -2.407 -0.633 -1.289 0.11
H -1.639 -1.693 -0.145 0.11
H 1.161 -1.313 2.019 0.12
H -0.634 -1.473 1.695 0.10
H -1.397 1.576 -1.822 0.09
H 0.365 1.605 -1.712 0.08
H -0.440 0.411 -2.727 0.09
H 2.200 -1.156 -0.905 0.08
H 2.654 -0.178 0.504 0.08
H 2.149 0.616 -0.962 0.07
```

## Properties
E ... -11983.0074 eV
Maximum force ... 4.10 eV Å⁻¹

Molecular formula: C6H11NO2P2
Method: DFT, the ωB97M-V functional and the def2-TZVPD basis

```
22
Properties=species:S:1:pos:R:3:lowdin_charge:R:1
C -0.138 0.278 -0.056 -0.32
C -0.066 -2.329 0.267 -0.10
C 0.792 -2.087 -1.026 -0.09
C 0.114 -0.992 -0.246 -0.22
C -3.138 1.751 0.102 -0.06
C -1.776 1.954 0.746 -0.18
N 2.540 0.334 -0.071 -0.67
O 0.463 1.305 -0.837 -0.37
O -1.004 0.689 0.977 -0.05
P 2.064 1.416 -1.069 0.86
P 3.941 -0.102 0.712 0.69
H -1.011 -2.995 0.122 0.12
H 0.568 -2.844 1.105 0.13
H 1.786 -2.219 -0.915 0.02
H 0.511 -2.382 -2.100 0.13
H -3.153 1.072 -0.800 0.10
H -3.887 1.463 0.768 0.05
H -3.552 2.680 -0.259 0.07
H -1.815 2.323 1.752 0.11
H -1.065 2.585 0.197 0.10
H 3.325 -1.252 1.015 -0.16
H 4.503 -0.650 -0.385 -0.15
```

## Properties
E ... -30558.9728 eV
SMILES ... CCOC(O/P=N/P)=C1CC1
Maximum force ... 3.82 eV Å⁻¹